Version 1
103
Properties=species:S:1:pos:R:3 method="wB97M-V/def2-TZVPD" total_charge=-1 multiplicity=1 molar_mass_g_mol=904.4 homo_energy_ev=-4.41
Ti -0.67049 1.23960 -0.35496
C -0.33193 -2.92336 -3.59805
C -1.13653 -1.78090 -2.97887
C -2.48359 -1.62903 -3.68862
P -0.29478 -0.14090 -2.72534
C 0.00134 0.68609 -4.35928
C -1.08980 1.72848 -4.62391
C 0.15514 -0.20739 -5.59495
C 1.34946 -0.71424 -2.18247
C 2.36809 -1.10886 -3.04614
C 3.54024 -1.69944 -2.60383
C 4.63512 -2.08998 -3.56161
C 3.65037 -1.93548 -1.23645
C 2.67867 -1.50767 -0.35220
C 1.54216 -0.82025 -0.80284
N 0.60370 -0.23876 0.08094
C 1.03344 -0.21908 1.45459
C 2.15540 0.52168 1.79183
C 2.62363 0.55284 3.09659
C 1.96473 -0.15613 4.09412
C 2.43064 -0.11495 5.52668
C 0.84392 -0.90271 3.73292
C 0.36163 -0.95420 2.42765
P -1.12871 -1.86840 1.86816
C -1.88737 -2.64616 3.37077
C -2.32848 -1.53679 4.33909
C -1.22453 -3.81720 4.10378
C -0.34224 -3.23585 0.88501
C 0.86640 -3.96417 1.46708
C -1.42757 -4.20622 0.41708
H -0.90232 -3.84891 -3.47221
H 0.63967 -3.06496 -3.12624
H -0.17726 -2.78315 -4.66910
H -1.34682 -2.04437 -1.93538
H -2.36727 -1.27561 -4.71417
H -3.14012 -0.93764 -3.16853
H -2.98799 -2.59838 -3.73402
H 0.94378 1.21585 -4.18959
H -2.07150 1.25770 -4.72968
H -0.87113 2.25813 -5.55573
H -1.15596 2.45744 -3.81740
H -0.77529 -0.72086 -5.83431
H 0.93530 -0.95985 -5.51412
H 0.39926 0.43081 -6.44910
H 2.24618 -0.95094 -4.10837
H 4.38774 -1.79104 -4.58068
H 4.80248 -3.16998 -3.56079
H 5.58048 -1.61184 -3.29685
H 4.52790 -2.44159 -0.84601
H 2.82244 -1.67871 0.70517
H 2.65310 1.09483 1.01590
H 3.49940 1.14670 3.33713
H 3.45507 0.25228 5.59565
H 2.39382 -1.10621 5.98226
H 1.80010 0.54349 6.12951
H 0.33686 -1.45950 4.50721
H -2.80734 -3.03977 2.92407
H -1.54886 -1.30628 5.06613
H -3.21307 -1.85398 4.89669
H -2.57440 -0.60228 3.82651
H -0.22490 -3.57932 4.46501
H -1.14353 -4.70124 3.47117
H -1.83081 -4.09348 4.97287
H 0.00370 -2.68162 0.00533
H 0.59530 -4.60834 2.30556
H 1.62847 -3.26592 1.81429
H 1.32321 -4.59639 0.69888
H -1.81396 -4.80605 1.24674
H -1.02771 -4.89830 -0.32893
H -2.26925 -3.67284 -0.03170
O -6.79250 1.97251 -3.77368
C -5.77020 1.86270 -3.14384
S -5.32314 0.40809 -2.23802
C -3.78244 0.99629 -1.63870
C -3.44841 2.25231 -1.96607
S -2.02205 3.07759 -1.39675
S -4.55496 3.13817 -2.99453
S -2.85547 -0.03374 -0.57301
Cl -4.41005 2.98415 3.25113
C -3.38972 2.40316 1.91049
C -2.00149 2.01860 2.33775
O -1.53672 2.14335 3.44398
O -1.32202 1.48816 1.33798
H -3.31622 3.18215 1.15242
H -3.85665 1.53309 1.45198
S 3.37300 2.71639 -2.28792
C 1.88100 2.32994 -1.79545
N 0.79538 2.04915 -1.45455
C 1.88532 4.32509 4.15940
C 1.47869 4.32236 2.72276
C 1.63708 5.24276 1.70877
C 1.00268 4.67588 0.58108
N 0.49905 3.48368 0.88872
N 0.80939 3.29485 2.18485
C 0.86325 5.28200 -0.77903
H 2.39452 5.25617 4.40147
H 2.56079 3.49644 4.38183
H 1.01498 4.22818 4.81123
H 2.13175 6.19881 1.76803
H 0.37948 2.52020 2.67891
H 0.90427 6.36941 -0.70191
H -0.08151 5.00142 -1.24075
H 1.67013 4.96221 -1.43848

=====

Version 2
103
Properties=species:S:1:pos:R:3 method="wB97M-V/def2-TZVPD" total_charge=-1 multiplicity=1 molar_mass_g_mol=904.4 homo_energy_ev=-4.11
Ti 0.50307 0.79921 -0.47481
C -3.39147 0.25878 1.60886
C -3.22372 1.73830 1.29490
C -3.45688 2.51683 2.59160
P -1.61696 2.08046 0.39459
C -2.04987 3.63920 -0.51790
C -0.95174 4.22122 -1.41079
C -2.71813 4.77606 0.25855
C -0.58194 2.24746 1.93295
C -0.50275 3.34143 2.77880
C 0.14317 3.29344 4.00669
C 0.31174 4.52862 4.85553
C 0.61385 2.05490 4.42390
C 0.56309 0.94321 3.59671
C 0.06894 1.03934 2.29126
N 0.12785 0.02346 1.31490
C 0.84421 -1.19890 1.42295
C 2.02607 -1.37670 2.15447
C 2.70618 -2.57512 2.12701
C 2.27361 -3.64981 1.34668
C 3.04860 -4.94216 1.30970
C 1.11909 -3.47169 0.60281
C 0.38517 -2.28316 0.63771
P -1.29676 -2.05798 -0.07887
C -1.49257 -3.26075 -1.47335
C -0.77067 -2.77350 -2.73176
C -2.99308 -3.35771 -1.78017
C -2.19289 -3.01271 1.30049
C -2.07507 -4.53504 1.26382
C -1.74464 -2.54754 2.69358
H -4.41298 0.06392 1.95281
H -3.19688 -0.36259 0.73395
H -2.70877 -0.02239 2.40852
H -3.97845 2.01020 0.55254
H -2.82193 2.13652 3.39232
H -3.28434 3.58776 2.51592
H -4.49966 2.36364 2.88723
H -2.80172 3.20283 -1.18251
H -0.22348 4.78156 -0.82008
H -0.43012 3.46184 -1.98751
H -1.41575 4.91412 -2.11863
H -2.06302 5.19835 1.02297
H -2.94377 5.57673 -0.45063
H -3.65937 4.47793 0.71797
H -0.94522 4.27918 2.46664
H -0.12690 5.40087 4.36744
H -0.15843 4.41181 5.83555
H 1.37082 4.74221 5.02222
H 1.04886 1.95278 5.41421
H 0.91168 -0.00799 3.97417
H 2.45880 -0.54410 2.69013
H 3.62168 -2.67066 2.70259
H 3.06808 -5.41748 2.29392
H 2.60394 -5.64696 0.60511
H 4.08671 -4.77009 1.01246
H 0.76746 -4.28754 -0.02342
H -1.10539 -4.24391 -1.19078
H -1.17938 -1.81212 -3.05105
H 0.30318 -2.64056 -2.58902
H -0.92090 -3.49189 -3.54396
H -3.40120 -2.35806 -1.96562
H -3.14351 -3.95702 -2.68236
H -3.57151 -3.81169 -0.97377
H -3.24320 -2.73928 1.16429
H -1.03109 -4.84692 1.33991
H -2.60025 -4.95158 2.12988
H -2.50785 -4.98499 0.37219
H -0.82571 -3.06488 2.98298
H -1.54417 -1.48223 2.74600
H -2.51284 -2.78676 3.43463
O -3.24837 2.78109 -6.56882
C -2.89981 2.29603 -5.51585
S -1.21865 2.06663 -5.05270
C -1.52795 1.27183 -3.50281
C -2.81591 1.08894 -3.12277
S -3.45460 0.31592 -1.72589
S -4.00019 1.74548 -4.25093
S -0.02656 0.78735 -2.75420
Cl 1.86197 5.21406 1.11330
C 2.79610 4.27438 -0.09256
C 2.04523 3.18597 -0.82625
O 2.41226 2.89363 -1.93387
O 1.05476 2.59000 -0.16547
H 3.61238 3.79277 0.44213
H 3.18923 4.96339 -0.82822
S 5.02133 1.04462 0.70016
C 3.51503 0.69197 0.24929
N 2.42351 0.39703 -0.07224
C 3.97267 -4.40930 -2.70744
C 3.68696 -2.95151 -2.87951
C 4.15006 -2.01552 -3.77182
C 3.45213 -0.81815 -3.46009
N 2.61536 -1.01442 -2.45820
N 2.77083 -2.30998 -2.12585
C 3.62136 0.53452 -4.07551
H 4.89170 -4.67605 -3.22578
H 3.16334 -5.01828 -3.11705
H 4.08581 -4.66934 -1.65187
H 4.88455 -2.16829 -4.54840
H 2.29937 -2.65983 -1.30573
H 3.94824 0.44690 -5.11185
H 4.36778 1.10974 -3.52391
H 2.69115 1.09869 -4.02933

=====

Pick version 1: it beats the second-best structure by 2.620 eV.

=====

Version 1
15
Properties=species:S:1:pos:R:3 method="wB97M-V/def2-TZVPD" total_charge=+1 multiplicity=1 molar_mass_g_mol=98.1 homo_energy_ev="-12.83 / -12.83"
C 1.63002 0.80691 0.05489
C 0.39699 1.25202 -0.67349
C 0.35172 -0.93306 0.31980
C -0.70907 0.19145 -0.23620
N -1.93264 -0.08655 -0.76617
N 0.48316 -2.15928 0.05083
N -1.87498 0.36078 0.54482
H 2.59395 0.35601 -0.47732
H 1.83610 1.10385 0.97847
H -0.04516 2.23910 -0.38364
H 0.60858 1.25097 -1.69690
H -0.41118 -2.65329 -0.14395
H 1.32419 -2.70510 0.22664
H -2.08646 -0.34016 1.39610
H -2.16521 1.31635 0.80610

=====

Version 2
15
Properties=species:S:1:pos:R:3 method="wB97M-V/def2-TZVPD" total_charge=+1 multiplicity=1 molar_mass_g_mol=98.1 homo_energy_ev=-15.28
C -2.45894 0.79384 -0.16724
C -1.64121 -1.10338 0.28686
C 2.24636 0.30914 0.37655
C 1.45300 -0.70076 -0.30527
N -2.79476 -0.39917 0.17401
N -1.08218 0.86955 -0.24853
N -0.61693 -0.37056 -0.06100
H -3.15847 1.58095 -0.30370
H -1.52899 -2.15720 0.59613
H 3.18676 0.66037 -0.15169
H 2.43769 0.07487 1.31940
H 1.65904 1.17792 0.59244
H 1.30495 -1.74383 -0.04870
H 1.42167 -0.47301 -1.37320
H -0.42800 1.48127 -0.68606

=====

Version 3
15
Properties=species:S:1:pos:R:3 method="wB97M-V/def2-TZVPD" total_charge=+1 multiplicity=1 molar_mass_g_mol=98.1 homo_energy_ev=-15.39
C 1.26742 0.44471 0.93124
N 0.44767 -0.04262 -0.26934
N 1.23385 -0.53028 -1.22231
C -0.57437 -1.00780 0.37876
C -1.76928 -0.38036 0.33768
C -1.58238 0.95565 -0.28310
N -0.37795 1.05061 -0.61690
H 2.07243 1.15609 0.71728
H 0.53345 0.71843 1.73887
H 1.77455 -0.48654 1.21831
H 0.69272 -1.07139 -1.88563
H 1.61096 0.26264 -1.73064
H -0.36879 -1.96463 0.60656
H -2.63477 -0.79112 0.65272
H -2.32550 1.68660 -0.57353

=====

Pick version 2: it beats the second-best structure by 0.901 eV.

=====

Version 1
15
Properties=species:S:1:pos:R:3 method="wB97M-V/def2-TZVPD" total_charge=+1 multiplicity=1 molar_mass_g_mol=98.1 homo_energy_ev="-13.72 / -13.72"
C 0.33480 -0.74265 -1.06412
C 0.36669 0.10157 1.12377
C 2.43891 -0.25208 0.05846
C -2.62727 0.73255 0.16007
N -0.91941 -0.60328 -1.05633
N 1.01277 -0.36252 0.20060
N -1.60447 -0.27253 -0.11226
H 0.95411 -1.17543 -1.91272
H 0.43668 0.34311 2.13978
H 2.71453 -0.04242 1.04313
H 2.87911 -1.19908 -0.48171
H 2.60465 0.56083 -0.69166
H -2.14699 1.33854 0.97117
H -2.88162 1.32807 -0.78400
H -3.56248 0.24532 0.40583

=====

Version 2
15
Properties=species:S:1:pos:R:3 method="wB97M-V/def2-TZVPD" total_charge=+1 multiplicity=1 molar_mass_g_mol=98.1 homo_energy_ev=-14.58
C -1.10790 -0.34007 -0.92706
C 2.44215 0.05798 -0.18899
C -1.91445 -0.79095 0.27450
C -1.24361 0.41274 0.92592
N -0.58200 0.67499 -0.34325
N 2.08703 1.07774 -0.77505
N 2.65022 -1.03254 0.23959
H -1.04782 -0.58454 -2.00285
H -2.96913 -0.70048 -0.01937
H -1.62578 -1.80935 0.41986
H -0.75397 0.42089 1.86825
H 0.33452 1.11183 -0.47201
H 2.84925 1.58681 -1.16763
H -1.96096 1.24851 1.05051
H 2.84246 -1.33357 1.11760

=====

Pick version 2: it beats the second-best structure by 3.561 eV.

=====

Version 1
15
Properties=species:S:1:pos:R:3 method="wB97M-V/def2-TZVPD" total_charge=+1 multiplicity=1 molar_mass_g_mol=98.1 homo_energy_ev=-14.29
C 1.03130 -0.26512 1.15500
C 0.07622 -0.01875 -0.00409
N 0.97373 0.85890 -1.00910
C -0.86724 -1.03278 -0.51727
C -2.07630 -0.64498 -0.07617
N -2.02972 0.59663 0.54922
N -0.86004 1.00052 0.52565
H 1.41581 0.72262 1.46923
H 1.81470 -0.88768 0.77109
H 0.50750 -0.61982 2.05813
H 0.45094 1.18372 -1.83987
H 1.88241 0.32296 -1.21022
H 1.30041 1.61284 -0.38258
H -0.51002 -1.83985 -1.27517
H -3.10972 -0.98922 -0.21386

=====

Version 2
15
Properties=species:S:1:pos:R:3 method="wB97M-V/def2-TZVPD" total_charge=+1 multiplicity=1 molar_mass_g_mol=98.1 homo_energy_ev=-13.22
C -0.20607 0.05890 -1.47828
C 1.02380 -0.02502 -0.51273
C -0.90762 0.32036 -0.18146
C 0.17106 -0.23919 0.81687
N 0.30784 -0.24314 2.10769
N -1.16549 1.61697 0.01448
N 0.29181 -1.57690 1.54526
H -0.27554 0.85238 -2.22715
H -0.48956 -0.86372 -2.00537
H 1.64310 -0.94674 -0.63496
H 1.54464 0.87892 -0.56443
H -1.18058 2.34207 -0.75300
H -1.41264 2.04276 0.98737
H -0.51142 -2.20147 1.61681
H 1.16667 -2.01618 1.26892

=====

Pick version 1: it beats the second-best structure by 2.142 eV.